one:
2 unconnected molecules or ions with the total composition C6H9Br, computed with ωB97M-V/def2-TZVPD.

Values from the calculation:
Lowest unoccupied orbital energy = 0.941 eV
SMILES = C/C=C(\C)Br.C#C

ORCA input file:
```
! wB97M-V def2-TZVPD RIJCOSX def2/J DEFGRID3
* xyz 0 1
Br -2.9513 -0.3330 0.6079
C -0.3338 -0.6534 -0.4412
C -0.3431 -0.6728 2.0512
C -0.9916 -0.6817 0.6583
C -0.3914 2.0243 -1.5415
C 1.0819 -1.0124 -0.5866
C 0.6526 2.6213 -1.4913
H -0.5144 0.2893 2.5259
H 1.5514 -0.9875 0.4084
H 0.7953 -0.6720 2.0282
H 1.0346 -2.0938 -0.8925
H -0.9149 -0.5618 -1.3737
H 1.5249 3.1487 -1.1596
H -1.2673 1.6134 -2.0549
H 1.6743 -0.5483 -1.4094
H -0.6070 -1.4802 2.6709
*
```


two:
A single C6H9Br molecule, computed with ωB97M-V/def2-TZVPD.

Values from the calculation:
Lowest unoccupied orbital energy = 0.716 eV
SMILES = C/C=C(Br)/C=C/C

ORCA input file:
```
! wB97M-V def2-TZVPD RIJCOSX def2/J DEFGRID3
* xyz 0 1
Br -1.0993 -1.3596 1.9868
C -2.4759 -1.4667 -1.0816
C -0.2924 -0.8993 0.1829
C -1.0400 -1.0339 -0.9204
C 2.2911 1.8288 0.7073
C 1.0350 1.1292 0.7693
C 0.9459 -0.1023 0.3797
H -2.8321 -1.5528 -2.1110
H -2.7060 -2.3196 -0.5394
H 2.4233 2.7578 0.1937
H -0.5286 -0.5642 -1.8049
H 2.5734 2.0234 1.7152
H 1.8413 -0.4813 -0.1369
H -3.1657 -0.7156 -0.5067
H 0.1179 1.6362 1.0869
H 2.9121 1.1200 0.0788
*
```


Quick one: least stable of them? one